The following is a quantum chemistry calculation of a structure of composition C19H31ClI2P3Tb, from the OMol25 dataset.

Results
* spin multiplicity: 7
* highest occupied orbital energy (alpha / beta): -0.5242 / -0.5248 Ha
* max |F|: 2.788 eV/Å
* E_LUMO (alpha / beta): -9.1 / -9.0 eV
* ΔE to the lowest compared entry with this formula, charge and spin: 0.00 kcal/mol
* charge: +2
* ⟨S²⟩: 12.74

Cartesian coordinates (Å):
I: 0.9046 -1.6845 0.1830
I: -1.4690 0.7698 1.2593
Tb: 0.4602 1.1791 -1.0519
P: 1.9582 1.3148 1.5041
C: 1.8896 0.2669 3.0117
C: 3.7753 1.2125 1.2428
H: 4.2526 1.7364 2.0811
H: 2.7484 3.1109 2.9126
H: 4.0249 1.7091 0.2951
H: 1.7549 3.7507 1.5555
H: 1.9472 -0.8094 2.8192
H: 4.1182 0.1709 1.2067
C: 1.8355 2.9636 2.3200
H: 2.7406 0.5519 3.6467
H: 0.9495 3.0149 2.9657
H: 0.9544 0.4466 3.5447
P: -1.6728 -0.5637 -2.2464
C: -2.8777 -1.9486 -2.2803
C: -2.8487 0.7493 -2.7640
H: -0.0637 -0.2105 -4.0863
H: -1.5644 -1.0489 -4.6170
H: -0.2941 -1.9263 -3.7085
C: -0.8144 -0.9662 -3.8198
H: -2.3624 1.7254 -2.8903
H: -3.3302 0.4426 -3.7021
H: -3.3724 -2.0480 -3.2611
H: -3.6656 -1.8179 -1.5271
H: -3.6083 0.8565 -1.9789
H: -2.3804 -2.9020 -2.0643
Cl: 1.1820 2.8746 -2.6875
C: -2.3946 -3.6534 0.8712
P: -1.2157 -2.5833 1.7434
C: -2.1919 -1.8957 3.1128
C: -1.5702 -1.2977 4.2171
C: -2.2998 -0.5445 5.1253
C: -3.6791 -0.4119 4.9433
C: -4.2990 -0.9257 3.8117
C: -3.5694 -1.6812 2.9017
C: -0.0615 -3.7914 2.4307
C: 0.5242 -4.6058 1.4328
C: 1.7423 -5.2165 1.6649
C: 2.4107 -4.9716 2.8649
C: 1.8022 -4.2173 3.8732
C: 0.5043 -3.7358 3.7035
H: -3.2526 -3.0492 0.5488
H: -2.7325 -4.4148 1.5693
H: -1.9402 -4.1427 0.0033
H: -0.4932 -1.3978 4.3327
H: -1.7835 -0.0929 5.9711
H: -4.2662 0.0834 5.7112
H: -5.3600 -0.7648 3.6061
H: -4.0604 -2.0809 2.0239
H: 0.0516 -4.7181 0.4636
H: 2.1423 -5.8843 0.8987
H: 3.3765 -5.4409 3.0408
H: 2.3045 -4.0658 4.8252
H: -0.0858 -3.3639 4.5445

From a Löwdin analysis of the wavefunction, the atomic charges in e read: atom 1 (I): 0.65, atom 2 (I): 0.23, atom 3 (Tb): 0.54, atom 4 (P): 0.53, atom 5 (C): -0.31, atom 6 (C): -0.27, atom 7 (H): 0.05, atom 8 (H): 0.06, atom 9 (H): 0.05, atom 10 (H): 0.05, atom 11 (H): -0.01, atom 12 (H): 0.05, atom 13 (C): -0.26, atom 14 (H): 0.07, atom 15 (H): 0.05, atom 16 (H): 0.02, atom 17 (P): 0.60, atom 18 (C): -0.27, atom 19 (C): -0.28, atom 20 (H): 0.04, atom 21 (H): 0.06, atom 22 (H): 0.05, atom 23 (C): -0.28, atom 24 (H): 0.04, atom 25 (H): 0.06, atom 26 (H): 0.07, atom 27 (H): 0.05, atom 28 (H): 0.05, atom 29 (H): 0.03, atom 30 (Cl): -0.17, atom 31 (C): -0.19, atom 32 (P): 0.87, atom 33 (C): -0.42, atom 34 (C): -0.13, atom 35 (C): -0.03, atom 36 (C): -0.02, atom 37 (C): -0.04, atom 38 (C): -0.11, atom 39 (C): -0.44, atom 40 (C): -0.20, atom 41 (C): -0.06, atom 42 (C): -0.03, atom 43 (C): -0.04, atom 44 (C): -0.07, atom 45 (H): 0.04, atom 46 (H): 0.10, atom 47 (H): 0.05, atom 48 (H): 0.09, atom 49 (H): 0.13, atom 50 (H): 0.13, atom 51 (H): 0.13, atom 52 (H): 0.10, atom 53 (H): 0.08, atom 54 (H): 0.13, atom 55 (H): 0.13, atom 56 (H): 0.12, atom 57 (H): 0.11


The following is a quantum chemistry calculation of a structure of composition C19H31CuF9OP2, from the OMol25 dataset.

Results
* spin multiplicity: 2
* highest occupied orbital energy (alpha / beta): -0.1913 / -0.2788 Ha
* max |F|: 3.977 eV/Å
* E_LUMO (alpha / beta): 0.4 / -0.1 eV
* ⟨S²⟩: 0.77

Cartesian coordinates (Å):
P: 1.7115 -0.0954 0.7879
P: -2.0438 -0.8742 -0.4046
C: -0.0128 1.0279 0.2735
C: -1.5769 0.8566 0.0809
H: 0.3877 1.8262 -0.4322
H: 0.0271 1.7733 1.0990
H: -2.0935 1.1996 1.0189
H: -1.8645 1.6014 -0.6920
C: -2.6527 -0.7572 -2.0979
H: -3.3539 -1.5715 -2.2537
H: -1.8255 -0.8440 -2.8024
H: -3.2066 0.1641 -2.2412
C: -3.5224 -0.6352 0.5636
H: -4.2686 -0.1124 -0.0269
H: -3.2368 -0.0425 1.4344
H: -3.8500 -1.6387 0.7990
C: 3.4033 0.1905 0.0024
H: 4.2703 -0.3745 0.3628
H: 3.6834 1.2580 0.1481
H: 3.2377 0.0123 -1.0906
C: 2.1043 0.9149 2.2449
H: 1.1136 1.2080 2.5798
H: 2.6425 1.8037 1.9171
H: 2.7414 0.4305 2.9801
Cu: 1.2553 1.1011 -1.8312
C: -0.4233 3.4475 -1.3540
C: -0.2448 2.6622 -2.4683
C: 0.8131 2.9538 -3.4694
C: 2.1691 3.3512 -2.8082
C: 2.4454 2.4880 -1.6012
C: 2.2667 2.9984 -0.3312
C: 1.5889 4.3269 -0.0411
C: 0.3989 4.6497 -0.9533
C: 1.0236 -3.1386 1.8550
H: -1.2703 3.3691 -0.6614
H: -1.0296 1.9780 -2.8221
H: 0.5096 3.7855 -4.1316
H: 0.9074 1.9796 -4.0063
H: 2.8709 3.0052 -3.5807
H: 2.3026 4.4490 -2.7643
H: 3.1900 1.7021 -1.8159
H: 2.8505 2.6247 0.5171
H: 2.3237 5.1457 -0.1748
H: 1.2939 4.2672 1.0371
H: -0.2359 5.2375 -0.2733
H: 0.6348 5.3287 -1.7914
H: 0.7804 -3.0672 2.9305
H: 1.3186 -2.1051 1.5583
H: 1.7918 -3.9125 1.5579
F: -2.4193 -3.1132 0.1178
C: -2.1758 -4.4583 0.4371
F: -3.3940 -5.0487 0.5915
F: -1.5891 -4.9946 -0.6431
C: -1.1717 -4.4113 1.6261
O: -0.2935 -3.3190 1.2924
C: -1.9668 -4.0503 2.9190
F: -2.8679 -4.9939 3.2985
F: -1.1405 -3.7958 3.9556
F: -2.6734 -2.8889 2.7565
C: -0.5835 -5.8531 1.6902
F: -1.4780 -6.8795 1.6605
F: 0.2748 -6.0982 0.6692
F: 0.1326 -6.0445 2.8019

From a natural (NBO) analysis of the wavefunction, the atomic charges in e read: atom 1 (P): 0.75, atom 2 (P): 0.87, atom 3 (C): -0.73, atom 4 (C): -0.74, atom 5 (H): 0.24, atom 6 (H): 0.21, atom 7 (H): 0.22, atom 8 (H): 0.22, atom 9 (C): -0.96, atom 10 (H): 0.24, atom 11 (H): 0.24, atom 12 (H): 0.21, atom 13 (C): -0.94, atom 14 (H): 0.21, atom 15 (H): 0.23, atom 16 (H): 0.23, atom 17 (C): -0.94, atom 18 (H): 0.25, atom 19 (H): 0.21, atom 20 (H): 0.22, atom 21 (C): -0.95, atom 22 (H): 0.23, atom 23 (H): 0.20, atom 24 (H): 0.24, atom 25 (Cu): 0.46, atom 26 (C): -0.18, atom 27 (C): -0.33, atom 28 (C): -0.46, atom 29 (C): -0.45, atom 30 (C): -0.49, atom 31 (C): -0.17, atom 32 (C): -0.44, atom 33 (C): -0.47, atom 34 (C): -0.30, atom 35 (H): 0.21, atom 36 (H): 0.23, atom 37 (H): 0.22, atom 38 (H): 0.22, atom 39 (H): 0.22, atom 40 (H): 0.22, atom 41 (H): 0.25, atom 42 (H): 0.19, atom 43 (H): 0.22, atom 44 (H): 0.21, atom 45 (H): 0.22, atom 46 (H): 0.21, atom 47 (H): 0.18, atom 48 (H): 0.24, atom 49 (H): 0.19, atom 50 (F): -0.34, atom 51 (C): 0.99, atom 52 (F): -0.30, atom 53 (F): -0.30, atom 54 (C): 0.01, atom 55 (O): -0.50, atom 56 (C): 0.97, atom 57 (F): -0.31, atom 58 (F): -0.31, atom 59 (F): -0.31, atom 60 (C): 0.96, atom 61 (F): -0.31, atom 62 (F): -0.31, atom 63 (F): -0.31